Entry 1:
# C47H46AsCrN6OTe

A molecular structure, C47H46AsCrN6OTe (ωB97M-V with the def2-TZVPD basis set, the Open Molecules 2025 dataset).

Last column: Löwdin spin population.
CARTESIAN COORDINATES (ANGSTROEM)
Cr1 -0.74 -0.97 0.32  1.02
N1 -2.43 -2.24 0.44  -0.01
C1 -2.18 -3.60 0.06  0.00
C2 -3.14 -4.55 -0.12  0.00
C3 -2.79 -5.87 -0.46  0.00
C4 -1.48 -6.23 -0.59  0.00
C5 -0.45 -5.27 -0.41  0.00
C6 0.93 -5.56 -0.49  0.00
C7 1.83 -4.56 -0.25  0.00
C8 1.36 -3.26 0.02  0.00
N2 0.09 -2.94 0.05  0.00
C9 -0.82 -3.94 -0.11  0.00
H1 -3.12 -1.83 -0.17  0.00
H2 -2.78 -2.21 1.39  0.00
H3 -4.19 -4.28 0.01  0.00
H4 -3.57 -6.61 -0.60  0.00
H5 -1.20 -7.24 -0.84  0.00
H6 1.25 -6.57 -0.71  0.00
H7 2.90 -4.74 -0.26  0.00
H8 2.08 -2.48 0.22  0.00
C10 5.09 -1.65 2.99  0.00
C11 5.19 -1.85 1.62  0.00
C12 4.23 -1.31 0.76  0.00
C13 3.17 -0.58 1.29  0.00
C14 3.08 -0.38 2.66  0.00
C15 4.04 -0.91 3.51  0.00
As1 1.79 0.23 0.15  0.00
C16 2.55 2.02 0.20  0.00
C17 2.52 2.92 1.25  0.00
C18 3.16 4.15 1.11  0.00
C19 3.83 4.45 -0.07  0.00
C20 3.88 3.54 -1.11  0.00
C21 3.25 2.31 -0.98  0.00
C22 3.27 1.23 -1.98  0.00
C23 3.88 1.30 -3.23  0.00
C24 3.86 0.19 -4.07  0.00
C25 3.24 -0.99 -3.67  0.00
C26 2.61 -1.06 -2.43  0.00
C27 2.63 0.05 -1.59  0.00
H9 5.84 -2.07 3.65  0.00
H10 6.01 -2.42 1.20  0.00
H11 4.33 -1.46 -0.31  0.00
H12 2.27 0.22 3.07  0.00
H13 3.96 -0.75 4.57  0.00
H14 1.98 2.67 2.16  0.00
H15 3.13 4.86 1.92  0.00
H16 4.33 5.41 -0.17  0.00
H17 4.42 3.78 -2.01  0.00
H18 4.37 2.21 -3.55  0.00
H19 4.34 0.25 -5.04  0.00
H20 3.22 -1.84 -4.33  0.00
H21 2.09 -1.96 -2.16  0.00
N3 0.12 1.68 3.23  0.00
H22 -0.39 0.84 2.97  0.00
H23 -0.42 2.46 2.85  0.00
H24 0.09 1.77 4.24  0.00
N4 -0.11 -1.42 2.16  0.00
C28 0.28 -1.69 3.23  0.00
N5 0.69 -2.06 4.38  0.00
C29 1.16 -1.19 5.25  0.00
N6 1.57 -0.47 6.06  0.00
C30 -4.79 -0.51 1.61  0.00
C31 -4.05 0.19 2.76  0.00
C32 -3.19 -0.71 3.63  0.00
C33 -3.39 1.46 2.23  0.00
C34 -3.91 2.63 2.77  0.00
C35 -3.64 3.88 2.24  0.01
C36 -2.88 3.93 1.09  0.00
C37 -2.31 2.80 0.51  0.01
C38 -1.71 3.04 -0.86  0.00
C39 -0.31 2.50 -1.11  0.00
C40 -2.69 2.56 -1.92  0.00
C41 -2.47 1.55 1.15  0.00
O1 -1.82 0.45 0.67  0.04
H25 -5.10 -1.52 1.88  0.00
H26 -4.18 -0.54 0.70  0.00
H27 -5.68 0.06 1.35  0.00
H28 -4.83 0.55 3.43  0.00
H29 -2.30 -1.07 3.12  0.00
H30 -3.77 -1.56 3.99  0.00
H31 -2.82 -0.16 4.50  0.00
H32 -4.59 2.55 3.62  0.00
H33 -4.05 4.78 2.69  0.00
H34 -2.73 4.88 0.60  0.00
H35 -1.62 4.13 -0.94  0.00
H36 -0.29 1.41 -1.13  0.00
H37 0.36 2.86 -0.34  0.00
H38 0.05 2.87 -2.07  0.00
H39 -2.83 1.48 -1.84  0.00
H40 -2.32 2.77 -2.93  0.00
H41 -3.67 3.03 -1.81  0.00
Te1 -1.07 -1.44 -2.35  -0.06
C42 -1.02 0.14 -3.76  -0.01
C43 -2.20 0.41 -4.45  0.00
C44 -2.22 1.35 -5.48  0.00
C45 -1.06 2.04 -5.81  0.00
C46 0.12 1.76 -5.13  0.00
C47 0.14 0.81 -4.12  0.00
H42 -3.11 -0.11 -4.19  0.00
H43 -3.14 1.56 -6.00  0.00
H44 -1.07 2.78 -6.60  0.00
H45 1.03 2.29 -5.39  0.00
H46 1.07 0.61 -3.60  0.00

As for the spin multiplicity: 2. The LUMO energy (alpha / beta) comes out at -1.071 / -0.914 eV. The gap between HOMO and LUMO (alpha / beta) is 6.28 / 6.47 eV.

Entry 2:
# C47H47GeN2O9RbS4SeTe

A molecular structure, C47H47GeN2O9RbS4SeTe (ωB97M-V with the def2-TZVPD basis set, the Open Molecules 2025 dataset).

Last column: Löwdin charge in e.
CARTESIAN COORDINATES (ANGSTROEM)
Rb1 -0.26 0.93 0.02  0.86
S1 -3.28 1.12 7.54  1.01
C1 -4.87 0.49 7.51  -0.45
C2 -5.19 0.00 6.28  -0.18
C3 -4.13 0.14 5.34  -0.09
C4 -3.03 0.75 5.87  -0.48
C5 -1.78 1.08 5.19  -0.21
C6 -1.20 0.15 4.30  -0.08
N1 -0.11 0.37 3.60  0.15
C7 0.49 1.58 3.73  -0.15
C8 0.01 2.56 4.60  -0.13
C9 0.68 3.83 4.68  -0.01
C10 1.78 4.09 3.94  -0.03
C11 2.28 3.12 3.02  -0.13
C12 3.35 3.38 2.16  0.04
C13 3.74 2.45 1.23  -0.20
C14 3.02 1.24 1.19  -0.12
N2 2.01 0.96 1.98  0.08
C15 1.64 1.87 2.90  -0.16
C16 4.83 2.69 0.27  -0.48
C17 5.99 3.40 0.47  -0.14
C18 6.80 3.45 -0.69  -0.20
C19 6.25 2.78 -1.74  -0.42
S2 4.76 2.07 -1.33  1.09
C20 -1.15 2.29 5.34  0.04
H1 -5.49 0.52 8.40  0.05
H2 -6.15 -0.43 6.04  0.10
H3 -4.20 -0.11 4.29  0.09
H4 -1.69 -0.81 4.17  0.09
H5 0.27 4.59 5.34  0.12
H6 2.26 5.06 3.99  0.11
H7 3.84 4.35 2.19  0.12
H8 3.27 0.48 0.45  0.05
H9 6.24 3.86 1.42  0.11
H10 7.75 3.97 -0.75  0.09
H11 6.65 2.67 -2.74  0.06
H12 -1.57 3.06 5.98  0.12
O1 -2.48 4.53 2.61  -0.34
S3 -2.42 4.27 1.18  0.42
O2 -2.27 5.48 0.38  -0.37
O3 -1.48 3.22 0.79  -0.50
C21 -4.06 3.65 0.70  -0.20
C22 -4.88 4.62 0.13  -0.09
C23 -6.14 4.33 -0.36  -0.10
C24 -6.61 3.02 -0.29  -0.10
C25 -5.82 2.05 0.29  -0.08
C26 -4.55 2.34 0.80  -0.20
S4 -3.74 0.90 1.56  0.44
O4 -4.85 0.06 1.99  -0.35
O5 -2.93 1.40 2.65  -0.31
O6 -2.96 0.28 0.48  -0.44
H13 -4.48 5.63 0.06  0.10
H14 -6.75 5.11 -0.80  0.09
H15 -7.59 2.76 -0.68  0.09
H16 -6.18 1.03 0.39  0.10
O7 -0.87 -1.47 -2.50  -0.04
C27 -0.64 -0.44 -3.45  -0.34
C28 0.83 0.08 -3.29  -0.65
O8 1.39 0.58 -4.26  0.03
O9 1.28 -0.02 -2.11  -0.31
C29 -0.83 -1.04 -4.82  -0.12
C30 -0.73 -2.42 -5.01  -0.01
C31 -0.87 -2.98 -6.27  -0.09
C32 -1.11 -2.16 -7.37  -0.12
C33 -1.22 -0.79 -7.19  -0.09
C34 -1.08 -0.24 -5.93  -0.01
C35 -1.60 0.71 -3.17  -0.17
C36 -2.95 0.39 -3.00  -0.01
C37 -3.87 1.38 -2.70  -0.06
C38 -3.46 2.70 -2.55  -0.07
C39 -2.12 3.02 -2.71  -0.06
C40 -1.19 2.03 -3.03  -0.05
H17 -0.41 -1.17 -1.70  0.04
H18 -0.53 -3.04 -4.15  0.10
H19 -0.78 -4.05 -6.40  0.09
H20 -1.22 -2.60 -8.36  0.09
H21 -1.40 -0.14 -8.04  0.09
H22 -1.16 0.84 -5.79  0.12
H23 -3.26 -0.64 -3.07  0.12
H24 -4.91 1.12 -2.53  0.10
H25 -4.17 3.46 -2.27  0.10
H26 -1.78 4.04 -2.54  0.11
H27 -0.15 2.29 -3.17  0.12
C41 -3.81 -6.08 -0.80  -0.24
Ge1 -2.65 -4.54 -0.38  0.75
C42 -3.72 -2.93 -0.53  -0.19
C43 -1.12 -4.66 -1.58  -0.21
C44 -2.02 -4.88 1.47  -0.64
Se1 -1.60 -3.34 2.57  0.87
C45 -0.48 -2.36 1.32  -0.43
H28 -4.18 -6.00 -1.83  0.01
H29 -4.68 -6.09 -0.13  0.01
H30 -3.27 -7.02 -0.69  0.01
H31 -3.98 -2.78 -1.59  0.02
H32 -3.25 -2.02 -0.17  -0.01
H33 -4.65 -3.06 0.03  0.03
H34 -1.48 -4.81 -2.61  0.02
H35 -0.51 -5.52 -1.31  0.02
H36 -0.50 -3.77 -1.57  -0.01
H37 -1.17 -5.55 1.44  0.00
H38 -2.83 -5.40 2.00  0.00
H39 -1.11 -1.99 0.51  -0.02
H40 0.33 -2.98 0.94  0.01
H41 -0.08 -1.51 1.89  -0.01
C46 4.06 -1.36 -2.84  -0.44
Te1 2.88 -2.15 -1.26  1.25
C47 4.40 -3.59 -0.75  -0.50
H42 4.97 -0.94 -2.43  -0.02
H43 3.46 -0.58 -3.31  -0.02
H44 4.29 -2.15 -3.55  0.00
H45 4.61 -4.24 -1.60  -0.02
H46 4.03 -4.20 0.07  -0.02
H47 5.31 -3.09 -0.44  -0.02

Its charge is -2. The LUMO energy comes out at 3.432 eV. The gap between HOMO and LUMO is 6.90 eV.

Entry 3:
# C47H47GeN2O9RbS4SeTe

A molecular structure, C47H47GeN2O9RbS4SeTe (ωB97M-V with the def2-TZVPD basis set, the Open Molecules 2025 dataset).

Last column: Löwdin charge in e.
CARTESIAN COORDINATES (ANGSTROEM)
Rb1 -0.26 1.11 0.91  0.93
S1 5.25 -2.89 -5.46  1.02
C1 6.66 -1.92 -5.38  -0.43
C2 6.51 -0.88 -4.52  -0.18
C3 5.23 -0.86 -3.91  -0.11
C4 4.42 -1.89 -4.31  -0.47
C5 3.06 -2.19 -3.87  -0.19
C6 2.33 -1.25 -3.10  -0.07
N1 1.11 -1.43 -2.67  0.17
C7 0.48 -2.59 -2.97  -0.14
C8 1.10 -3.59 -3.73  -0.15
C9 0.39 -4.79 -4.06  -0.04
C10 -0.89 -4.96 -3.66  -0.04
C11 -1.57 -3.95 -2.91  -0.15
C12 -2.91 -4.08 -2.54  0.01
C13 -3.53 -3.07 -1.83  -0.19
C14 -2.75 -1.94 -1.49  -0.03
N2 -1.49 -1.80 -1.82  0.17
C15 -0.89 -2.77 -2.54  -0.14
C16 -4.94 -3.13 -1.45  -0.48
C17 -5.54 -2.55 -0.37  -0.09
C18 -6.94 -2.82 -0.31  -0.17
C19 -7.38 -3.58 -1.34  -0.44
S2 -6.10 -3.99 -2.41  1.01
C20 2.42 -3.37 -4.16  0.01
H1 7.52 -2.17 -5.98  0.05
H2 7.28 -0.15 -4.32  0.10
H3 4.93 -0.13 -3.17  0.09
H4 2.78 -0.29 -2.84  0.10
H5 0.90 -5.56 -4.64  0.11
H6 -1.43 -5.86 -3.92  0.11
H7 -3.45 -4.98 -2.81  0.10
H8 -3.18 -1.13 -0.91  0.11
H9 -5.01 -1.98 0.39  0.09
H10 -7.58 -2.44 0.47  0.10
H11 -8.38 -3.92 -1.54  0.05
H12 2.91 -4.14 -4.75  0.10
O1 -4.48 -1.03 2.14  -0.36
S3 -3.64 0.15 1.96  0.43
O2 -3.10 0.67 3.21  -0.34
O3 -2.63 -0.03 0.93  -0.49
C21 -4.77 1.43 1.35  -0.19
C22 -6.09 1.20 1.70  -0.08
C23 -7.11 2.08 1.35  -0.10
C24 -6.79 3.22 0.64  -0.10
C25 -5.47 3.47 0.29  -0.07
C26 -4.43 2.59 0.63  -0.18
S4 -2.79 3.16 0.07  0.38
O4 -1.93 3.12 1.25  -0.48
O5 -3.04 4.50 -0.43  -0.37
O6 -2.35 2.22 -0.96  -0.45
H13 -6.32 0.30 2.25  0.10
H14 -8.13 1.87 1.64  0.09
H15 -7.55 3.93 0.34  0.09
H16 -5.20 4.36 -0.26  0.10
O7 2.46 1.07 -0.69  -0.05
C27 3.61 1.45 0.07  -0.32
C28 3.28 1.61 1.61  -0.66
O8 4.14 2.20 2.27  0.01
O9 2.21 1.07 1.96  -0.17
C29 4.57 0.27 0.03  -0.14
C30 5.94 0.43 0.19  -0.03
C31 6.78 -0.67 0.24  -0.09
C32 6.26 -1.96 0.16  -0.11
C33 4.89 -2.12 0.04  -0.08
C34 4.05 -1.02 -0.01  -0.01
C35 4.17 2.73 -0.53  -0.13
C36 3.79 3.97 -0.03  0.00
C37 4.22 5.15 -0.62  -0.08
C38 5.06 5.11 -1.73  -0.12
C39 5.43 3.88 -2.25  -0.10
C40 4.98 2.71 -1.66  -0.04
H17 1.69 1.51 -0.31  0.00
H18 6.35 1.43 0.29  0.12
H19 7.85 -0.52 0.35  0.09
H20 6.92 -2.82 0.19  0.09
H21 4.46 -3.12 0.00  0.10
H22 2.98 -1.15 -0.08  0.12
H23 3.16 4.02 0.85  0.13
H24 3.91 6.10 -0.21  0.10
H25 5.40 6.03 -2.19  0.09
H26 6.07 3.83 -3.13  0.09
H27 5.28 1.76 -2.09  0.09
C41 -2.47 -0.17 8.33  -0.24
Ge1 -2.43 -0.05 6.35  0.76
C42 -2.46 1.85 5.92  -0.21
C43 -3.97 -1.09 5.75  -0.21
C44 -0.69 -0.85 5.88  -0.63
Se1 0.10 -0.64 4.11  0.88
C45 -0.88 -2.08 3.26  -0.40
H28 -3.41 0.23 8.70  0.01
H29 -1.65 0.40 8.77  0.01
H30 -2.39 -1.21 8.66  0.01
H31 -3.47 2.25 6.09  0.02
H32 -2.20 2.02 4.88  0.01
H33 -1.77 2.39 6.58  0.02
H34 -4.88 -0.59 6.07  0.02
H35 -3.95 -2.07 6.23  0.01
H36 -4.00 -1.21 4.67  -0.01
H37 -0.70 -1.92 6.12  0.01
H38 0.04 -0.41 6.57  0.00
H39 -1.94 -1.85 3.18  0.00
H40 -0.72 -2.98 3.85  0.01
H41 -0.46 -2.22 2.27  0.02
C46 1.82 4.43 -3.43  -0.49
Te1 -0.06 3.83 -2.59  1.20
C47 0.23 1.78 -3.06  -0.47
H42 2.63 3.92 -2.91  -0.03
H43 1.92 5.50 -3.28  -0.02
H44 1.86 4.21 -4.50  -0.01
H45 0.09 1.60 -4.13  0.00
H46 -0.51 1.21 -2.51  -0.02
H47 1.23 1.48 -2.75  -0.03

Its charge is -2. The LUMO energy comes out at 3.122 eV. The gap between HOMO and LUMO is 6.10 eV.

Entry 4:
# C47H47N5O6P2PtS2

A molecular structure, C47H47N5O6P2PtS2 at a distorted geometry (ωB97M-V with the def2-TZVPD basis set, the Open Molecules 2025 dataset).

Last column: Löwdin charge in e.
CARTESIAN COORDINATES (ANGSTROEM)
Pt1 -0.71 0.66 -1.60  0.87
C1 2.14 2.92 -2.68  -0.28
C2 1.95 1.60 -3.42  -0.33
P1 1.50 0.27 -2.23  0.94
C3 1.51 -1.15 -3.37  -0.37
C4 2.40 -2.22 -3.25  -0.09
C5 2.35 -3.26 -4.18  -0.07
C6 1.43 -3.24 -5.21  -0.08
C7 0.52 -2.19 -5.31  -0.07
C8 0.55 -1.16 -4.38  -0.12
C9 3.03 0.27 -1.27  -0.35
C10 4.26 0.09 -1.90  -0.10
C11 5.44 0.20 -1.18  -0.07
C12 5.40 0.49 0.18  -0.07
C13 4.18 0.66 0.81  -0.06
C14 2.99 0.56 0.09  -0.08
C15 0.84 3.70 -2.58  -0.31
P2 -0.48 2.91 -1.58  0.89
C16 -1.84 3.95 -2.17  -0.36
C17 -2.32 5.03 -1.43  -0.09
C18 -3.31 5.84 -1.96  -0.08
C19 -3.81 5.59 -3.23  -0.07
C20 -3.33 4.52 -3.97  -0.08
C21 -2.35 3.70 -3.44  -0.13
C22 -0.15 3.39 0.13  -0.35
C23 -1.09 2.96 1.08  -0.10
C24 -0.89 3.22 2.42  -0.05
C25 0.26 3.89 2.84  -0.07
C26 1.20 4.29 1.91  -0.08
C27 1.00 4.05 0.56  -0.08
H1 2.88 3.53 -3.21  0.12
H2 2.54 2.74 -1.68  0.09
H3 2.86 1.31 -3.94  0.09
H4 1.15 1.66 -4.16  0.08
H5 3.10 -2.25 -2.44  0.10
H6 3.04 -4.09 -4.08  0.11
H7 1.40 -4.05 -5.92  0.10
H8 -0.21 -2.18 -6.10  0.11
H9 -0.19 -0.37 -4.43  0.09
H10 4.31 -0.14 -2.96  0.11
H11 6.39 0.07 -1.68  0.11
H12 6.32 0.58 0.74  0.10
H13 4.14 0.88 1.87  0.11
H14 2.04 0.71 0.58  0.08
H15 0.41 3.84 -3.58  0.09
H16 1.00 4.69 -2.16  0.09
H17 -1.92 5.23 -0.44  0.11
H18 -3.69 6.67 -1.38  0.10
H19 -4.60 6.21 -3.63  0.10
H20 -3.74 4.31 -4.95  0.11
H21 -2.00 2.84 -3.99  0.11
H22 -1.96 2.40 0.76  0.08
H23 -1.63 2.89 3.14  0.11
H24 0.42 4.08 3.89  0.10
H25 2.10 4.80 2.23  0.10
H26 1.75 4.37 -0.16  0.09
N1 -5.20 2.36 3.95  0.09
C28 -5.02 2.02 2.61  -0.32
C29 -4.70 3.00 1.67  -0.04
C30 -4.47 2.66 0.35  -0.07
C31 -4.55 1.33 -0.04  -0.30
C32 -4.87 0.34 0.88  -0.06
C33 -5.10 0.69 2.20  -0.03
S1 -4.36 0.92 -1.73  0.61
O1 -4.34 2.15 -2.46  -0.30
O2 -5.35 -0.06 -2.08  -0.28
N2 -2.86 0.26 -1.90  -0.18
C34 -2.65 -1.07 -1.69  -0.50
N3 -3.55 -1.96 -1.27  0.15
C35 -3.13 -3.21 -1.20  -0.09
C36 -1.83 -3.62 -1.49  -0.03
C37 -0.94 -2.62 -1.80  -0.09
N4 -1.35 -1.36 -1.90  -0.03
H27 -5.44 3.32 4.13  0.08
H28 -5.74 1.71 4.49  0.09
H29 -4.63 4.04 1.98  0.11
H30 -4.25 3.42 -0.39  0.10
H31 -4.93 -0.69 0.56  0.11
H32 -5.34 -0.08 2.93  0.11
H33 -3.87 -3.93 -0.86  0.12
H34 -1.52 -4.65 -1.42  0.11
H35 0.11 -2.82 -1.96  0.11
C38 4.38 -6.61 6.16  -0.05
C39 3.76 -5.85 5.02  -0.27
C40 2.47 -6.16 4.59  -0.04
C41 1.89 -5.48 3.53  -0.05
C42 2.61 -4.47 2.90  -0.28
C43 3.90 -4.16 3.30  -0.05
C44 4.46 -4.85 4.36  -0.04
S2 1.86 -3.57 1.59  0.61
O3 2.90 -3.06 0.73  -0.31
O4 0.84 -4.41 1.03  -0.31
N5 1.25 -2.27 2.35  -0.12
C45 -0.11 -2.36 2.91  -0.22
C46 -0.83 -1.01 2.83  -0.09
C47 -0.94 -0.32 1.46  -0.65
O5 -2.06 0.00 1.07  -0.01
O6 0.14 -0.07 0.81  -0.16
H36 3.63 -6.99 6.84  0.08
H37 5.07 -5.97 6.72  0.08
H38 4.95 -7.46 5.79  0.09
H39 1.91 -6.95 5.09  0.11
H40 0.90 -5.73 3.18  0.11
H41 4.44 -3.38 2.79  0.11
H42 5.47 -4.60 4.68  0.11
H43 1.26 -1.47 1.68  0.08
H44 -0.03 -2.64 3.96  0.11
H45 -0.69 -3.12 2.39  0.11
H46 -0.30 -0.30 3.48  0.12
H47 -1.84 -1.14 3.20  0.11

The LUMO energy comes out at -0.032 eV. The gap between HOMO and LUMO is 7.69 eV.

Values for ΔE to the lowest compared entry with this formula, charge and spin, kcal/mol, ordered as above
1.9; 15.7; 30.7; 27.5